The following is a quantum chemistry calculation of a structure of composition C26H32LaN11O6S, from the Open Molecules 2025 dataset.

Values from the calculation:
Charge: +2
HOMO-LUMO gap in eV: 7.57
Relative energy (zero: lowest compared OMol25 entry of this formula, charge and spin) in kJ/mol: 100.1
E in Eh: -2493.3082
LUMO in eV: -6.02

Structure (XYZ):
```
77
C26H32LaN11O6S the ωB97M-V functional and the def2-TZVPD basis
La -0.29502 0.54149 -0.03854
N -2.52857 2.04212 -0.43045
C -3.36331 2.47961 0.69567
C -2.47552 2.73444 1.92185
N -1.74263 1.55776 2.46709
C -0.79195 2.04552 3.51102
C 0.51155 2.61143 2.97100
N 1.18126 1.57023 2.18230
C -2.57764 0.49888 3.10642
C -1.80444 -0.79358 3.22166
N -1.40941 -1.27401 1.88239
H -2.18550 2.80755 -1.01720
H -3.08517 1.52786 -1.12220
H -4.13041 1.74069 0.95198
H -3.86379 3.41158 0.51597
H -3.15019 3.11850 2.72927
H -1.68271 3.48419 1.73777
H -0.61094 1.22194 4.17776
H -1.26603 2.84514 4.07031
H 1.12327 2.92659 3.84632
H 0.36462 3.53227 2.38982
H 1.46935 0.81369 2.77282
H 2.03795 2.02230 1.85152
H -3.41752 0.32937 2.43037
H -2.97060 0.82720 4.06728
H -2.42042 -1.52140 3.82519
H -0.88334 -0.64469 3.81334
H -2.19593 -1.70765 1.36029
H -0.79803 -2.07908 1.98613
O 2.58799 -3.49808 3.21818
C 2.23113 -2.23359 2.93569
O 1.18177 -1.72971 3.19763
C 3.37086 -1.51064 2.18385
C 4.71411 -1.84238 2.45123
C 5.66126 -1.08086 1.78342
C 5.23582 -0.10944 0.88668
C 3.85592 0.08430 0.63889
N 2.94688 -0.58331 1.33876
C 3.33317 1.09349 -0.36493
O 4.17323 1.95126 -0.91716
O 2.17316 1.18385 -0.63713
H 1.83683 -3.97196 3.59107
H 4.90597 -2.60725 3.14069
H 6.75354 -1.20351 1.94925
H 5.99224 0.44207 0.37417
H 5.06476 1.86538 -0.57005
S -1.62432 -3.36869 -6.89594
N -0.26890 -3.16412 -6.11163
C -0.58392 -2.75205 -4.88046
C 0.31849 -2.51095 -3.78400
C 1.63464 -2.83912 -3.87161
C 2.49045 -2.56089 -2.80342
C 1.96439 -1.93893 -1.68979
N 0.68857 -1.62223 -1.60704
C -0.15457 -1.92074 -2.58709
C -1.60603 -1.73542 -2.39734
N -2.06879 -1.19247 -1.24724
C -3.38015 -1.04363 -1.08875
C -4.29428 -1.36015 -2.05110
C -3.85188 -1.87444 -3.24082
C -2.46836 -2.06638 -3.43648
C -1.97463 -2.59484 -4.70402
N -2.70048 -2.94578 -5.76260
H 2.01320 -3.35709 -4.77515
H 3.57429 -2.82568 -2.82134
H 2.61315 -1.71954 -0.85378
H -3.70446 -0.59306 -0.14036
H -5.33884 -1.21066 -1.88759
H -4.48230 -2.10540 -4.07375
N 0.19880 3.21183 -0.57352
N -0.41324 3.47188 -1.84948
C -0.22934 2.37151 -2.80533
O -0.06748 2.65027 -3.97887
O -0.42992 1.18695 -2.29368
H -0.16132 3.88507 0.11624
H 1.21608 3.33501 -0.66042
H 0.03358 4.27018 -2.32100
```